No. 1
# C23H38B2F4N6O4SScSi

A molecular structure, C23H38B2F4N6O4SScSi (the ωB97M-V functional and the def2-TZVPD basis, OMol25).

Properties
- Energy above the lowest of the compared OMol25 structures with the same formula, charge and spin: 104.7 kcal/mol
- Total charge: -1
- Frontier orbital gap: 5.33 eV
- Largest force on an atom: 1.3 eV Å⁻¹

Last column: Mulliken charge in e.
CARTESIAN COORDINATES (ANGSTROEM)
1 Sc -0.0415 -0.3258 0.4526  -2.136
2 C 4.2629 1.0767 1.0374  -1.898
3 C 2.8780 0.8401 0.5339  0.370
4 N 2.3466 -0.3192 0.3972  0.664
5 O 3.0994 -1.3752 0.7410  -0.573
6 B 2.7558 -2.6732 0.0390  0.892
7 F 3.1208 -2.5351 -1.3096  -0.384
8 F 3.4545 -3.6507 0.7112  -0.390
9 O 1.3124 -3.0378 0.1081  -0.799
10 N 0.5382 -2.1203 -0.5632  1.361
11 C 0.2121 -2.3385 -1.7823  0.428
12 C 0.5028 -3.6075 -2.5005  -2.239
13 C -0.4511 -1.1966 -2.4563  0.635
14 N -0.4442 -0.1043 -1.7720  0.943
15 O -0.9630 0.9771 -2.4053  -0.802
16 B -0.2335 2.2546 -2.1677  0.945
17 F 1.0425 2.1583 -2.7502  -0.404
18 F -1.0101 3.2650 -2.6957  -0.342
19 O -0.0246 2.6207 -0.7139  -0.627
20 N 0.7691 1.6962 -0.0640  1.019
21 C 2.0165 1.9596 0.0442  0.524
22 C 2.6472 3.2462 -0.3662  -1.913
23 C -0.9940 -1.2593 -3.8437  -1.763
24 H 4.6562 0.1628 1.4699  0.425
25 H 4.2598 1.8662 1.7922  0.361
26 H 4.9245 1.3919 0.2268  0.431
27 H 1.0788 -4.2697 -1.8646  0.379
28 H 1.0683 -3.4094 -3.4119  0.384
29 H -0.4423 -4.0820 -2.7764  0.463
30 H 1.9920 3.7926 -1.0332  0.391
31 H 3.6006 3.0603 -0.8596  0.376
32 H 2.8457 3.8489 0.5255  0.329
33 H -0.6847 -2.1719 -4.3494  0.528
34 H -0.6595 -0.3904 -4.4082  0.317
35 H -2.0866 -1.2261 -3.8203  0.257
36 C -2.6069 4.9810 3.0659  -1.353
37 C -1.4971 4.1350 2.4584  -0.054
38 N -1.9616 3.2752 1.3745  0.129
39 C -2.5718 2.0868 1.5147  0.271
40 S -2.9411 1.2878 0.0299  -0.560
41 N -2.8062 1.5906 2.7232  0.070
42 C -3.5755 0.3699 2.9644  0.345
43 C -5.0629 0.5664 2.7309  -1.485
44 H -2.2080 5.6242 3.8524  0.426
45 H -3.3843 4.3498 3.4996  0.276
46 H -3.0671 5.6081 2.3008  0.327
47 H -0.9929 3.5455 3.2263  -0.133
48 H -0.7274 4.7716 2.0245  0.453
49 H -1.4995 3.3737 0.4704  0.226
50 H -2.1936 1.8859 3.4644  0.231
51 H -3.3821 0.0992 4.0021  0.532
52 H -3.1743 -0.4247 2.3308  -0.400
53 H -5.4666 1.3513 3.3757  0.365
54 H -5.5923 -0.3644 2.9409  0.452
55 H -5.2564 0.8336 1.6913  0.236
56 C 2.0055 -1.1745 3.7702  -1.329
57 Si 0.3371 -0.4521 3.2125  1.094
58 C -0.8978 -1.5658 4.1297  -1.268
59 C 0.3019 1.1483 4.2777  -1.739
60 H 1.9759 -1.4093 4.8420  0.453
61 H 2.8220 -0.4610 3.6030  0.269
62 H 2.2658 -2.0827 3.2205  0.249
63 H -0.8830 -1.3548 5.2074  0.313
64 H -0.6157 -2.6147 3.9889  0.338
65 H -1.9223 -1.4602 3.7651  0.266
66 H 0.8079 0.9506 5.2304  0.565
67 H -0.7157 1.4716 4.5312  0.521
68 H 0.8118 1.9908 3.7956  0.230
69 C -2.2640 -0.3008 0.3440  0.568
70 C -3.1537 -1.4081 0.0598  1.348
71 C -2.6648 -2.7419 0.1274  -0.558
72 C -3.4499 -3.8433 -0.1684  -0.719
73 C -4.7753 -3.6973 -0.5696  -0.568
74 C -5.2889 -2.4073 -0.6429  -0.865
75 C -4.5118 -1.2993 -0.3390  -0.677
76 H -1.6456 -2.9082 0.4506  0.499
77 H -3.0182 -4.8352 -0.0833  0.427
78 H -5.3871 -4.5587 -0.8065  0.376
79 H -6.3206 -2.2584 -0.9466  0.367
80 H -4.9598 -0.3142 -0.4126  0.337

---

No. 2
# C23H38F3NO37PS9

8 unconnected molecules or ions with the total composition C23H38F3NO37PS9 (the ωB97M-V functional and the def2-TZVPD basis, OMol25).

Properties
- Total charge: +1
- Frontier orbital gap: 6.76 eV
- Largest force on an atom: 6.9 eV Å⁻¹

Last column: Mulliken charge in e.
CARTESIAN COORDINATES (ANGSTROEM)
1 C 6.2893 -3.0265 1.6933  -0.704
2 C 6.9676 -2.0738 0.6571  -0.075
3 O 6.2317 -1.9655 -0.5910  -0.531
4 C 4.9567 -1.6143 -0.2699  0.835
5 C 3.9678 -2.7052 -0.3884  0.670
6 C 4.3010 -4.1289 -0.8868  -1.112
7 O 4.2644 -4.3072 -2.0533  -0.373
8 O 4.5863 -5.1857 -0.0593  -0.430
9 C 2.5861 -2.3737 0.0035  1.181
10 O 1.6675 -3.3672 -0.1010  -0.572
11 C 2.2772 -1.0292 0.4746  -0.568
12 S 0.6178 -0.5142 1.0443  1.368
13 O 0.1110 0.5818 0.2436  -0.633
14 O 0.7440 -0.0082 2.4357  -0.525
15 C -0.6359 -1.8759 1.1204  0.334
16 F -1.7462 -1.3320 1.6988  -0.096
17 F -0.2701 -2.9048 1.9409  -0.095
18 F -1.0234 -2.3479 -0.0990  -0.205
19 N 3.2510 -0.0490 0.5171  0.994
20 O 2.8861 1.1733 0.9624  -0.467
21 C 4.5701 -0.2437 0.1740  -0.197
22 P 5.8500 1.1432 0.2875  0.393
23 O 5.1509 2.6464 0.0903  -0.518
24 O 6.5633 1.1764 1.7838  -0.464
25 S 7.1940 1.0029 -1.1057  -0.241
26 H 6.0920 -4.0607 1.3013  0.242
27 H 5.3261 -2.5995 2.1210  -0.026
28 H 6.9652 -3.1713 2.5852  0.462
29 H 7.0974 -1.0755 1.1423  0.037
30 H 8.0015 -2.4703 0.4654  0.482
31 H 3.9321 -5.8788 -0.2748  0.378
32 H 1.2044 -3.3299 -0.9619  0.432
33 H 3.2207 1.3244 1.8703  0.373
34 H 4.5890 2.5928 -0.7096  0.380
35 H 7.4836 1.4513 1.5908  0.390
36 C 1.0513 -2.7103 3.8335  -0.114
37 C 1.5229 -1.8774 5.0076  -0.209
38 O 2.8144 -2.4023 5.3362  -0.438
39 S 3.5311 -2.9268 3.9922  1.198
40 O 4.4094 -1.9062 3.5213  -0.554
41 O 3.9554 -4.2604 4.1985  -0.628
42 O 2.2250 -2.9355 3.0416  -0.164
43 H 0.6713 -3.6802 4.1622  0.292
44 H 0.2867 -2.2016 3.2478  0.084
45 H 0.8518 -1.9446 5.8610  0.395
46 H 1.6462 -0.8286 4.7242  0.152
47 C -3.2305 2.2113 3.7883  -0.401
48 C -2.7241 3.0350 4.9546  -0.304
49 O -1.3886 2.5670 5.1804  -0.194
50 S -0.7392 2.1174 3.7698  0.956
51 O 0.0554 3.1863 3.2787  -0.622
52 O -0.2368 0.7898 3.8985  -0.374
53 O -2.1038 2.0685 2.9136  -0.215
54 H -3.5392 1.2143 4.1116  0.285
55 H -4.0562 2.6949 3.2700  0.362
56 H -3.3334 2.9091 5.8484  0.241
57 H -2.6716 4.0960 4.6977  0.281
58 C -3.1077 -0.2289 -2.1434  0.157
59 C -3.3818 -0.2964 -0.6552  -0.070
60 O -4.7841 -0.0426 -0.5283  -0.350
61 S -5.5471 -0.6272 -1.8271  1.090
62 O -6.0671 -1.9065 -1.5027  -0.560
63 O -6.3472 0.4071 -2.3813  -0.522
64 O -4.2503 -0.8343 -2.7627  -0.367
65 H -3.0414 0.8056 -2.4863  0.033
66 H -2.1977 -0.7604 -2.4208  0.348
67 H -2.8053 0.4362 -0.0923  0.212
68 H -3.1829 -1.2945 -0.2620  0.106
69 C -1.2002 1.4924 8.3323  -0.231
70 C -1.4798 1.4050 9.8195  -0.397
71 O -2.8840 1.6476 9.9412  -0.323
72 S -3.6364 1.0742 8.6330  1.088
73 O -4.1486 -0.2118 8.9357  -0.536
74 O -4.4387 2.1106 8.0859  -0.568
75 O -2.3310 0.8896 7.6999  -0.187
76 H -1.1403 2.5324 8.0028  0.188
77 H -0.2861 0.9717 8.0529  0.338
78 H -0.9115 2.1339 10.3935  0.325
79 H -1.2747 0.4021 10.2031  0.313
80 C -2.0323 1.9047 -6.3473  -0.142
81 C -2.0866 3.4115 -6.4841  -0.256
82 O -2.2610 3.8947 -5.1470  -0.349
83 S -1.5138 2.9029 -4.1240  1.083
84 O -0.2402 3.4460 -3.8150  -0.598
85 O -2.4482 2.5144 -3.1239  -0.594
86 O -1.3016 1.6639 -5.1372  -0.208
87 H -3.0318 1.4824 -6.2298  0.191
88 H -1.5371 1.4312 -7.1934  0.311
89 H -2.9059 3.7416 -7.1224  0.170
90 H -1.1423 3.8080 -6.8672  0.345
91 C -7.5003 2.7253 -6.5837  -0.362
92 C -6.2554 2.2363 -5.8711  -0.222
93 O -5.3123 1.9796 -6.9200  -0.282
94 S -5.5679 3.0216 -8.1290  1.129
95 O -4.6477 4.1004 -7.9902  -0.631
96 O -5.7076 2.2873 -9.3314  -0.554
97 O -7.0201 3.5378 -7.6619  -0.299
98 H -8.0660 1.8937 -7.0101  0.316
99 H -8.1482 3.3049 -5.9291  0.306
100 H -6.4361 1.3368 -5.2857  0.288
101 H -5.8388 3.0123 -5.2237  0.233
102 C 2.1165 -2.4926 -5.7365  -0.402
103 C 2.0435 -0.9860 -5.8717  -0.404
104 O 1.8282 -0.5111 -4.5375  -0.208
105 S 2.5661 -1.4958 -3.5035  1.204
106 O 3.8221 -0.9310 -3.1594  -0.651
107 O 1.6168 -1.9004 -2.5161  -0.620
108 O 2.8197 -2.7222 -4.5099  -0.292
109 H 1.1200 -2.9310 -5.6452  0.314
110 H 2.6404 -2.9573 -6.5693  0.322
111 H 1.2388 -0.6658 -6.5296  0.299
112 H 2.9899 -0.5730 -6.2289  0.325

---

No. 3
# C23H38FN5O3

6 unconnected molecules or ions with the total composition C23H38FN5O3 (the ωB97M-V functional and the def2-TZVPD basis, OMol25).

Properties
- Energy above the lowest of the compared OMol25 structures with the same formula, charge and spin: 0.0 kcal/mol
- Frontier orbital gap: 11.71 eV
- Largest force on an atom: 1.0 eV Å⁻¹

Last column: Mulliken charge in e.
CARTESIAN COORDINATES (ANGSTROEM)
1 O -21.9167 2.0756 -18.8112  -0.471
2 C -22.1996 3.1863 -18.5258  0.600
3 O -21.3431 4.1294 -18.1162  -0.237
4 C -22.0818 5.3193 -17.7608  -0.447
5 C -23.4157 5.0757 -18.4672  0.274
6 F -23.4551 5.6576 -19.7110  -0.310
7 O -23.4696 3.7027 -18.6151  -0.344
8 H -22.2346 5.2812 -16.6817  0.295
9 H -21.5325 6.1951 -18.0805  0.317
10 H -24.2609 5.4516 -17.8959  0.284
11 C -19.7725 -0.1379 -20.9989  -0.534
12 C -19.6655 -1.4826 -21.7078  -0.522
13 C -18.2238 -1.8825 -22.1173  -0.497
14 C -17.2138 -1.3755 -21.1922  0.314
15 N -16.4150 -0.9538 -20.4831  -0.464
16 H -20.8073 0.1039 -20.7751  0.439
17 H -19.2993 0.6272 -21.6163  0.327
18 H -19.2374 -0.1892 -20.0497  -0.301
19 H -20.2976 -1.5274 -22.5958  0.350
20 H -20.0592 -2.2869 -21.0747  0.270
21 H -18.0016 -1.4243 -23.0859  0.298
22 H -18.1322 -2.9603 -22.2189  0.325
23 C -16.2083 -2.1145 -16.9201  -0.944
24 C -17.4013 -2.9792 -17.3216  -0.622
25 C -18.6882 -2.1586 -17.4727  1.180
26 C -19.2997 -1.8423 -16.1796  0.050
27 N -19.7871 -1.6000 -15.1722  -0.497
28 H -15.9916 -1.3790 -17.6955  0.097
29 H -15.3256 -2.7308 -16.7542  0.395
30 H -16.4023 -1.5768 -15.9873  0.335
31 H -17.5917 -3.7332 -16.5565  0.397
32 H -17.1508 -3.4823 -18.2551  0.336
33 H -19.4308 -2.7091 -18.0565  0.266
34 H -18.5241 -1.2155 -18.0023  -0.924
35 C -14.8843 3.1155 -21.3663  -0.782
36 C -13.3707 2.9075 -21.3680  -0.498
37 C -12.9121 2.0451 -22.5422  -0.297
38 C -11.4600 1.8172 -22.5353  0.104
39 N -10.3221 1.6759 -22.5514  -0.410
40 H -15.1183 3.9250 -20.6791  0.332
41 H -15.3676 2.1902 -21.0497  -0.117
42 H -15.2436 3.3667 -22.3652  0.444
43 H -13.0230 2.4656 -20.4289  0.352
44 H -12.8212 3.8543 -21.3754  0.339
45 H -13.0952 2.5864 -23.4749  0.268
46 H -13.4230 1.0837 -22.5450  0.267
47 C -18.7096 2.0592 -16.4812  -0.676
48 C -18.5041 2.0008 -17.9765  -0.252
49 C -17.1394 1.4936 -18.4119  1.654
50 C -16.0462 2.3899 -18.0579  -0.206
51 N -15.2019 3.1207 -17.7984  -0.496
52 H -17.9538 2.6200 -15.9306  0.055
53 H -18.8525 1.0894 -15.9996  0.045
54 H -19.6483 2.5895 -16.3013  0.233
55 H -18.7438 2.9633 -18.4370  0.346
56 H -19.2711 1.3555 -18.4159  0.036
57 H -17.0894 1.3010 -19.4852  0.123
58 H -16.9251 0.5181 -17.9658  -0.954
59 C -15.1958 5.1706 -14.9584  -1.327
60 C -16.7058 5.3265 -15.1731  -0.146
61 C -17.5508 4.7334 -14.0204  -0.603
62 C -18.9660 4.7203 -14.3825  0.270
63 N -20.0666 4.6984 -14.7019  -0.507
64 H -14.9682 4.2825 -14.3663  0.333
65 H -14.8331 6.0147 -14.3644  0.384
66 H -14.6697 5.1181 -15.9044  0.326
67 H -16.9974 4.8788 -16.1266  0.138
68 H -16.9794 6.3810 -15.2624  0.389
69 H -17.4252 5.3662 -13.1421  0.446
70 H -17.2323 3.7168 -13.7948  0.356

---

Number 3 is which compound?
C23H38FN5O3